Below is 3 unconnected molecules or ions with the total composition C23H30O8S4, with properties calculated with ωB97M-V/def2-TZVPD.

As for the total energy: -3089.0838 a.u. As for the total charge: 0. The calculation puts the HOMO energy at -8.662 eV. The orbital gap is 7.751 eV.

Last column: natural (NBO) charge in e.
Geometry (Å):
C1 -2.229765 2.293100 1.938740  -0.626
C2 -3.477423 1.422604 1.739621  -0.535
S1 -3.337265 -0.356684 2.093594  0.208
C3 -1.661497 -0.841938 1.651154  -0.616
C4 -1.357967 -1.052668 0.186709  0.098
C5 -1.889833 -0.200356 -0.782280  -0.223
C6 -1.613229 -0.383916 -2.129729  -0.037
C7 -0.746809 -1.397133 -2.541195  -0.153
C8 -0.174027 -2.230780 -1.588857  -0.160
C9 -0.502793 -2.081539 -0.242852  -0.188
S2 0.264988 -3.191385 0.926295  -0.008
C10 -0.473943 -1.565367 -3.995470  0.535
O1 0.598690 -1.945320 -4.410370  -0.516
C11 -1.613695 -1.199553 -4.888368  -0.051
C12 -1.810417 -1.842221 -6.104651  -0.180
C13 -2.899366 -1.494151 -6.891594  -0.195
C14 -3.769671 -0.490520 -6.481958  -0.194
C15 -3.559154 0.176934 -5.282319  -0.156
C16 -2.487179 -0.187014 -4.477518  -0.153
C17 -2.246512 0.485905 -3.166344  0.544
O2 -2.549660 1.639058 -2.957001  -0.512
H1 -2.147943 3.012193 1.123584  0.218
H2 -2.287365 2.848309 2.871880  0.219
H3 -1.304917 1.724356 1.947067  0.213
H4 -3.878316 1.560416 0.736842  0.203
H5 -4.255954 1.764049 2.420744  0.230
H6 -0.923636 -0.169541 2.088833  0.255
H7 -1.526413 -1.783961 2.179284  0.259
H8 -2.546504 0.611137 -0.510402  0.233
H9 0.512725 -3.005193 -1.902807  0.243
H10 -0.643332 -4.172955 0.867836  0.136
H11 -1.107927 -2.606535 -6.407705  0.232
H12 -3.063837 -2.008227 -7.828854  0.221
H13 -4.613233 -0.226368 -7.104722  0.221
H14 -4.218094 0.972848 -4.962973  0.234
O3 4.685761 2.983251 -1.295391  -0.937
S3 3.901060 2.014843 -0.593616  2.391
O4 4.481750 0.746950 -0.267031  -0.945
O5 2.533844 1.797599 -1.356377  -0.728
C18 2.556179 1.424571 -2.755302  -0.075
C19 2.806388 -0.054817 -2.950010  -0.641
C20 3.206036 2.700838 0.866648  -0.892
H15 3.284240 2.041237 -3.283856  0.201
H16 1.564785 1.701817 -3.109554  0.195
H17 3.822272 -0.331093 -2.670392  0.226
H18 2.649127 -0.323251 -3.993558  0.231
H19 2.119066 -0.638002 -2.338307  0.217
H20 2.725128 3.649057 0.646462  0.257
H21 4.019805 2.845668 1.574672  0.250
H22 2.491636 1.975835 1.250107  0.252
O6 2.246881 1.483295 5.612583  -0.939
S4 1.978277 0.354360 4.774343  2.389
O7 0.831276 0.374720 3.915227  -0.953
O8 1.945887 -0.953229 5.671162  -0.722
C21 1.097919 -0.935580 6.845273  -0.077
C22 -0.362656 -1.146791 6.506668  -0.642
C23 3.398058 -0.054186 3.823779  -0.885
H23 1.260762 -0.000741 7.382593  0.202
H24 1.479621 -1.748548 7.458882  0.197
H25 -0.771099 -0.303732 5.951630  0.229
H26 -0.934517 -1.263362 7.427520  0.219
H27 -0.488271 -2.042980 5.899338  0.218
H28 4.263221 -0.106337 4.478255  0.255
H29 3.525882 0.735481 3.087617  0.250
H30 3.222951 -1.004452 3.326419  0.261

Forces on atoms 1 to 2 (eV/Å):
-0.1 0.0 -0.1
0.1 0.3 -0.1